[1]
The following is a quantum chemistry calculation of 17 unconnected molecules or ions with the total composition C22H67O23S at a distorted geometry, from OMol25.

The calculation puts the electronic energy at -81822.09788 eV. The multiplicity is 1. As for the total charge: -1. The value obtained for the frontier orbital gap is 7.98 eV. The HOMO energy comes out at -6.290 eV.

Each line ends with the Mulliken charge.
Cartesian coordinates (Å):
O  -3.7125  -1.4038  -1.7447  -0.797
C  -3.3661  -0.6385  -2.6604  0.325
O  -4.1456  -0.3916  -3.6388  -0.891
C  -1.9722  0.0115  -2.4974  1.136
C  -1.1876  0.6630  -3.3801  0.208
C  -1.5391  0.9620  -4.8447  -0.833
S  -3.0599  2.0114  -4.9828  1.073
O  -3.5719  2.3699  -3.6438  -0.617
O  -2.8143  3.2423  -5.7374  -0.745
C  0.1631  1.1206  -2.7628  0.393
O  1.0479  1.7015  -3.2862  -0.648
O  0.1155  0.6852  -1.4311  -0.208
C  -1.1076  0.0480  -1.1949  -0.374
O  -1.4667  -0.4209  -0.1758  -0.171
H  -0.7157  1.6144  -5.2474  0.227
H  -1.5719  0.0693  -5.5077  0.437
H  -4.0259  1.2120  -5.5778  0.177
C  1.4065  -1.1828  2.3290  -0.056
O  1.3597  -1.9236  1.1156  -0.523
H  1.6821  -1.8548  3.1408  -0.025
H  2.1526  -0.3891  2.2465  0.122
H  0.4239  -0.7507  2.5350  0.208
H  1.1133  -1.3064  0.4181  0.243
C  2.8975  3.1071  2.6472  -0.529
O  1.8994  2.2225  2.1616  -0.404
H  3.0206  2.9423  3.7174  0.023
H  3.8458  2.9106  2.1392  0.380
H  2.5893  4.1416  2.4729  0.334
H  1.8084  2.3859  1.2157  0.209
C  0.0867  5.2450  4.2908  -0.442
O  0.9937  6.0687  5.0138  -0.497
H  -0.1109  5.7045  3.3239  0.217
H  0.5294  4.2568  4.1391  0.129
H  -0.8504  5.1518  4.8456  0.301
H  1.1529  5.6394  5.8634  0.293
C  -7.4848  -1.4754  -3.9049  -0.626
O  -6.6640  -0.5868  -4.6406  -0.516
H  -8.3800  -1.6910  -4.4900  0.264
H  -6.9461  -2.4079  -3.7136  0.250
H  -7.7774  -1.0164  -2.9557  0.263
H  -5.8725  -0.4114  -4.0958  0.516
C  -6.9314  3.3808  -3.4048  -0.337
O  -7.5550  2.7469  -4.5188  -0.521
H  -6.8641  4.4502  -3.6015  0.225
H  -7.5302  3.2138  -2.5044  0.270
H  -5.9278  2.9750  -3.2635  0.084
H  -7.6022  1.8016  -4.3228  0.301
C  4.1276  2.5513  -1.2177  -0.158
O  3.6844  2.7219  -2.5562  -0.536
H  4.8027  3.3683  -0.9650  0.260
H  3.2680  2.5688  -0.5386  -0.034
H  4.6587  1.6027  -1.1214  0.206
H  3.0884  1.9874  -2.7553  0.296
C  -1.9246  -4.5897  -1.4649  -0.660
O  -1.8147  -3.3483  -0.7893  -0.179
H  -1.0765  -5.2158  -1.1895  0.096
H  -2.8542  -5.0888  -1.1719  0.361
H  -1.9143  -4.4249  -2.5455  0.358
H  -2.5772  -2.8044  -1.0482  0.143
C  1.8778  -3.8808  5.7738  -0.428
O  1.8361  -2.4596  5.7641  -0.487
H  1.2365  -4.2520  4.9765  0.099
H  2.9013  -4.2255  5.6029  0.264
H  1.5152  -4.2586  6.7337  0.283
H  2.4085  -2.1517  6.4745  0.281
C  -4.7488  -0.7812  2.1099  -0.442
O  -4.3871  0.2007  1.1511  -0.545
H  -5.5876  -0.4100  2.6924  0.192
H  -5.0423  -1.7049  1.6015  0.263
H  -3.9048  -0.9751  2.7773  0.156
H  -3.6418  -0.1541  0.6501  0.310
C  -1.4379  -8.1699  -2.5129  -0.497
O  -1.0531  -7.1755  -3.4544  -0.475
H  -2.3026  -7.8080  -1.9601  0.189
H  -1.7038  -9.0946  -3.0341  0.318
H  -0.6188  -8.3596  -1.8148  0.205
H  -0.2884  -7.5133  -3.9315  0.271
C  4.0875  5.0644  6.0434  -0.560
O  3.0079  4.3085  6.5817  -0.522
H  4.2158  5.9629  6.6441  0.263
H  5.0074  4.4745  6.0755  0.285
H  3.8646  5.3492  5.0125  0.250
H  2.9119  3.5201  6.0359  0.292
C  0.3337  -5.7841  1.3008  -0.337
O  0.3406  -7.0561  0.6515  -0.495
H  -0.4666  -5.1802  0.8790  0.042
H  0.1591  -5.9175  2.3723  0.267
H  1.2894  -5.2813  1.1372  0.248
H  1.0549  -7.5710  1.0403  0.276
C  8.1444  1.5137  -1.4382  -0.493
O  7.0377  0.7632  -0.9500  -0.444
H  8.2600  2.4037  -0.8237  0.105
H  9.0545  0.9109  -1.3771  0.276
H  7.9625  1.8116  -2.4740  0.288
H  6.9541  -0.0177  -1.5075  0.253
C  1.3740  -0.0357  -7.0711  -0.556
O  0.2852  -0.7957  -6.5581  -0.422
H  1.4915  0.8586  -6.4612  0.200
H  2.2933  -0.6252  -7.0268  0.269
H  1.1706  0.2567  -8.1045  0.288
H  0.1982  -1.5805  -7.1098  0.257
C  -5.2069  0.7648  5.7234  -0.557
O  -5.2406  -0.5100  5.0965  -0.472
H  -6.0150  1.3718  5.3192  0.220
H  -5.3441  0.6545  6.8031  0.272
H  -4.2515  1.2555  5.5198  0.260
H  -4.5191  -1.0295  5.4666  0.275
C  8.7933  2.7409  1.9289  -0.401
O  9.5587  3.6389  1.1321  -0.499
H  7.8928  2.4692  1.3813  0.099
H  9.3775  1.8400  2.1336  0.249
H  8.5126  3.2256  2.8676  0.275
H  10.3484  3.8657  1.6338  0.290



[2]
The following is a quantum chemistry calculation of a molecular structure, C28H61AlNO13, from OMol25.

The calculation puts the electronic energy at -64726.79029 eV. The multiplicity is 1. As for the total charge: -1. The value obtained for the frontier orbital gap is 7.72 eV. The HOMO energy comes out at -5.288 eV.

Each line ends with the Mulliken charge.
Cartesian coordinates (Å):
C  4.7804  -0.7407  -1.3488  -0.442
O  4.9185  0.6498  -1.1767  -0.496
C  3.7371  1.3006  -0.7212  -0.516
C  2.7737  1.6963  -1.8346  0.024
C  1.9650  2.9471  -1.4750  -0.825
C  0.5875  3.0148  -2.1736  -0.297
Al  -1.0154  3.4203  -1.0462  0.095
C  -2.6873  2.5740  -1.8087  -0.729
C  -3.5288  1.6857  -0.8871  -0.821
C  -2.7934  0.5353  -0.1844  0.850
C  -2.9777  -0.8216  -0.7903  0.227
O  -3.0571  -1.8392  -0.1489  -0.602
O  -3.0478  -0.8535  -2.1585  -0.336
O  -0.7873  2.7729  0.6989  -0.405
C  -0.1217  3.4524  1.5282  0.656
N  0.5038  4.0422  2.3088  -0.764
H  5.6971  -1.2237  -1.0086  0.284
H  4.6089  -1.0030  -2.3988  0.145
H  3.9440  -1.1259  -0.7590  0.160
H  3.2229  0.6616  0.0045  0.177
H  4.0715  2.1957  -0.1936  0.384
H  2.0769  0.8673  -1.9946  0.274
H  3.3255  1.8522  -2.7634  0.126
H  1.8646  2.9895  -0.3867  0.273
H  2.5601  3.8098  -1.7826  0.214
H  0.4318  2.1000  -2.7570  0.066
H  0.5981  3.8224  -2.9143  0.461
H  -1.1967  5.0242  -0.9217  -0.441
H  -3.3194  3.4109  -2.1227  0.407
H  -2.4265  2.0154  -2.7146  0.135
H  -3.9974  2.2996  -0.1162  0.343
H  -4.3573  1.2355  -1.4496  0.375
H  -3.1547  0.4174  0.8370  -0.350
H  -1.7176  0.7199  -0.1185  0.089
H  -3.8004  -1.4095  -2.3941  0.290
C  0.1456  -2.0954  2.1564  -0.632
O  1.1600  -1.1840  2.5129  -0.233
C  0.9929  -0.5627  3.7722  0.066
C  2.2505  -0.6050  4.6082  -0.355
O  2.6469  -1.8983  5.0395  -0.489
C  3.1938  -2.7932  4.0919  -0.220
C  4.5637  -2.4185  3.5724  -0.581
O  4.4962  -1.2834  2.7403  -0.132
C  5.5004  -0.3118  2.9213  -0.817
H  -0.7104  -1.5800  1.7075  -0.086
H  0.5582  -2.7851  1.4200  0.355
H  -0.1976  -2.6723  3.0225  0.404
H  0.1710  -1.0308  4.3270  -0.098
H  0.7376  0.4941  3.6179  0.308
H  2.0294  -0.0637  5.5317  0.402
H  3.0625  -0.0788  4.1045  0.072
H  2.5110  -2.9664  3.2567  0.008
H  3.3054  -3.7358  4.6352  0.399
H  4.9462  -3.2736  2.9964  0.333
H  5.2440  -2.2459  4.4152  0.369
H  5.8174  -0.2497  3.9676  0.418
H  5.0776  0.6476  2.6241  0.206
H  6.3721  -0.5170  2.2905  0.277
C  -4.3681  -3.2139  3.4495  -0.673
O  -4.0773  -2.3092  4.4928  -0.380
C  -2.9581  -1.4722  4.2592  0.295
C  -3.2380  -0.0194  4.5712  -0.420
O  -4.1551  0.6101  3.7003  -0.348
C  -5.5226  0.2703  3.7655  -0.323
C  -6.2383  0.7404  5.0105  -0.628
O  -5.8523  0.0153  6.1633  -0.318
C  -5.5930  0.7959  7.3041  -0.782
H  -3.8082  -4.1493  3.5638  0.307
H  -5.4343  -3.4401  3.4913  0.275
H  -4.1419  -2.7865  2.4677  0.237
H  -2.6165  -1.5592  3.2232  -0.278
H  -2.1372  -1.7964  4.9142  0.345
H  -2.3001  0.5190  4.4095  0.421
H  -3.5122  0.1100  5.6217  0.080
H  -5.6912  -0.7969  3.5999  0.165
H  -5.9748  0.8105  2.9290  0.396
H  -7.3157  0.6006  4.8457  0.409
H  -6.0535  1.8117  5.1480  0.331
H  -5.0989  1.7378  7.0444  0.373
H  -4.9292  0.2236  7.9518  0.231
H  -6.5120  1.0224  7.8580  0.299
C  -0.9741  -1.4679  -5.4487  -0.705
O  -0.2277  -0.8625  -6.4813  -0.342
C  -0.2776  0.5499  -6.5151  -0.191
C  1.0922  1.1577  -6.7103  -0.321
O  1.9907  0.9648  -5.6411  -0.356
C  2.5581  -0.3066  -5.4148  0.363
C  3.5436  -0.7801  -6.4567  -0.695
O  2.9212  -1.1232  -7.6829  -0.301
C  3.5649  -0.6437  -8.8361  -0.783
H  -2.0069  -1.6553  -5.7644  0.289
H  -0.5024  -2.4240  -5.2209  0.293
H  -0.9895  -0.8596  -4.5402  0.285
H  -0.7249  0.9446  -5.5969  0.009
H  -0.9007  0.8731  -7.3610  0.379
H  0.9413  2.2400  -6.7525  0.404
H  1.5251  0.8487  -7.6662  0.061
H  1.7913  -1.0636  -5.2298  0.064
H  3.1254  -0.1831  -4.4880  -0.122
H  4.0457  -1.6703  -6.0540  0.395
H  4.3026  -0.0053  -6.6135  0.357
H  3.9792  0.3582  -8.6800  0.359
H  2.8221  -0.5912  -9.6322  0.232
H  4.3741  -1.3109  -9.1573  0.305



[3]
The following is a quantum chemistry calculation of a gas-phase ion, C9H11N2 (charge +1) at a distorted geometry, from OMol25.

The calculation puts the energy above the lowest of the compared OMol25 structures with the same formula, charge and spin at 168.3 kcal/mol. The calculation puts the electronic energy at -12478.11103 eV. The multiplicity is 1. As for the total charge: +1. The value obtained for the frontier orbital gap is 8.27 eV. The HOMO energy comes out at -13.938 eV.

Each line ends with the Mulliken charge.
Cartesian coordinates (Å):
C  2.3696  -2.5502  2.0964  -0.336
C  1.1003  -2.6460  1.4464  -0.628
C  3.1258  -1.4085  2.0400  -0.500
C  0.6183  -1.5324  0.7843  -0.147
C  2.6334  -0.2705  1.3731  -0.299
C  1.4017  -0.3376  0.7743  1.096
C  1.1393  0.8188  0.0886  -0.740
C  -2.8529  2.2187  -2.7730  -1.068
C  -2.5558  1.5016  -1.4229  -0.236
N  -1.3676  0.8266  -1.4378  -0.093
N  -0.4313  0.9353  -0.5264  0.035
H  2.7428  -3.4081  2.5326  0.457
H  0.3412  -3.3628  1.6545  0.368
H  4.1344  -1.4309  2.4041  0.391
H  -0.4253  -1.5515  0.3831  0.298
H  3.3198  0.5511  1.2366  0.451
H  -3.4532  3.0592  -2.4971  0.332
H  -2.0041  2.5926  -3.3528  0.341
H  -3.3147  1.5418  -3.4498  0.322
H  -2.4770  2.2350  -0.5985  0.397
H  -3.4090  0.7498  -1.1512  0.273
H  -0.6356  1.4680  0.3956  0.288



[4]
The following is a quantum chemistry calculation of C2H3Cl2NOS in the gas phase at a distorted geometry, from OMol25.

The calculation puts the energy above the lowest of the compared OMol25 structures with the same formula, charge and spin at 18.9 kcal/mol. The calculation puts the electronic energy at -41539.83534 eV. The multiplicity is 1. As for the total charge: 0. The value obtained for the frontier orbital gap is 9.72 eV. The HOMO energy comes out at -9.152 eV.

Each line ends with the Mulliken charge.
Cartesian coordinates (Å):
O  -0.3135  -1.0424  1.6049  -0.570
C  -0.2165  -0.4241  0.5907  0.568
N  -1.2054  0.4112  0.1586  -0.283
S  -2.7046  0.3700  0.9998  -0.167
C  1.1375  -0.4162  -0.2158  -0.065
Cl  1.9555  1.1912  -0.0992  -0.154
Cl  0.9914  -0.9093  -1.9141  -0.139
H  -1.0289  1.3074  -0.2349  0.290
H  -2.1734  -0.3845  2.0475  0.201
H  1.7981  -1.1331  0.2183  0.318



[5]
The following is a quantum chemistry calculation of a molecular structure, C29H20BrCl2CrN9O6S2 at a distorted geometry, from OMol25.

The calculation puts the electronic energy at -201271.74331 eV. The multiplicity is 2. As for the total charge: -1. The value obtained for the frontier orbital gap (alpha / beta) is 6.12 / 6.32 eV. The HOMO energy (alpha / beta) comes out at -4.843 / -4.808 eV.

Each line ends with the Mulliken spin population.
Cartesian coordinates (Å):
Cr  -0.0084  -0.3842  0.7148  1.017
Br  5.4545  6.8818  -0.0107  0.000
C  3.5715  7.0025  0.2338  -0.002
C  2.9632  6.2427  1.2203  0.001
C  1.6026  6.3468  1.3997  -0.002
C  0.8318  7.2182  0.6109  0.001
C  1.4797  7.9937  -0.3614  -0.002
C  2.8394  7.8764  -0.5559  0.001
N  -0.4907  7.4754  0.8950  -0.008
N  -1.2896  6.6276  1.3614  0.002
C  -1.1576  5.2836  1.2685  -0.005
C  -1.5550  4.4997  2.3628  0.004
C  -1.2243  3.1694  2.4422  -0.007
C  -0.5978  2.4872  1.3727  0.005
O  -0.2152  1.2806  1.4839  -0.001
C  -0.4426  3.2130  0.1296  0.006
N  -0.0808  2.5114  -0.9484  0.003
C  0.0715  3.1375  -2.0888  -0.001
C  -0.1573  4.5079  -2.2477  0.002
C  -0.5556  5.2409  -1.1566  -0.001
C  -0.6861  4.6095  0.0895  0.002
H  3.5389  5.5637  1.8321  0.000
H  1.1221  5.7715  2.1781  0.000
H  0.8938  8.6668  -0.9702  0.000
H  3.3344  8.4561  -1.3209  0.000
H  -2.0177  5.0015  3.1990  0.000
H  -1.4154  2.6041  3.3433  0.000
H  0.3575  2.5288  -2.9377  -0.001
H  -0.0585  4.9752  -3.2159  0.000
H  -0.8112  6.2870  -1.2629  0.000
O  0.9872  -0.0200  -0.7485  -0.018
N  0.9021  -0.2554  -2.0077  -0.019
C  1.8730  0.1620  -2.8154  0.039
C  2.9809  0.9452  -2.4361  -0.004
N  3.8769  1.6029  -2.1374  0.015
C  1.8277  -0.2529  -4.1509  -0.005
N  1.8455  -0.6340  -5.2390  0.016
N  6.9517  -4.1015  -1.4381  0.000
C  6.0211  -3.5543  -0.5862  0.000
C  5.8878  -4.0407  0.7175  0.000
C  4.9984  -3.4527  1.5913  0.000
C  4.2473  -2.3682  1.1789  0.003
C  4.3729  -1.8617  -0.1014  0.001
C  5.2488  -2.4584  -0.9850  0.000
S  3.0849  -1.6523  2.3265  0.000
O  2.8363  -2.6429  3.3457  -0.001
O  3.5235  -0.3604  2.7501  0.001
N  1.7228  -1.4748  1.4126  -0.012
C  1.0753  -2.5709  1.0891  -0.007
S  1.4468  -4.2091  1.5066  0.001
C  0.0312  -4.6961  0.6013  -0.001
C  -0.6088  -3.6230  0.0908  0.005
N  -0.0083  -2.4301  0.3470  -0.019
H  7.2931  -5.0168  -1.1930  0.000
H  6.7879  -3.9633  -2.4219  0.000
H  6.4846  -4.8844  1.0307  0.000
H  4.8586  -3.8186  2.5956  0.000
H  3.7741  -1.0106  -0.3888  -0.001
H  5.3400  -2.0878  -1.9951  0.000
H  -0.2345  -5.7286  0.5152  0.000
H  -1.5154  -3.6312  -0.4898  0.000
Cl  2.0631  -3.1052  -1.8137  0.000
C  2.6612  -3.5420  -3.4433  0.000
Cl  4.0643  -4.5922  -3.3533  0.000
H  2.9548  -2.6396  -3.9813  0.000
H  1.8709  -4.0813  -3.9645  0.000
O  -2.1418  -0.2319  0.4253  0.010
C  -2.3081  -0.7062  1.5635  -0.005
O  -1.3666  -1.0251  2.3021  -0.010
H  -3.3492  -0.8625  1.9173  -0.001



[6]
The following is a quantum chemistry calculation of C2H6N2O2 in the gas phase at a distorted geometry, from OMol25.

The calculation puts the energy above the lowest of the compared OMol25 structures with the same formula, charge and spin at 96.6 kcal/mol. The calculation puts the electronic energy at -9243.13023 eV. The multiplicity is 1. As for the total charge: 0. The value obtained for the frontier orbital gap is 10.00 eV. The HOMO energy comes out at -9.442 eV.

Each line ends with the Mulliken charge.
Cartesian coordinates (Å):
N  -0.9423  1.2828  -0.3986  -0.644
C  -0.9463  0.2206  0.4840  -0.235
C  -0.2868  -0.8676  0.0171  0.271
O  -0.9684  -1.7998  -0.1117  -0.519
N  1.0856  -0.8828  -0.1875  -0.130
O  1.8959  0.2149  0.0524  -0.441
H  0.1226  1.4996  -0.4911  0.313
H  -1.1249  0.9868  -1.3847  0.265
H  -0.6364  0.7278  1.4997  0.246
H  -2.0569  -0.1830  0.6501  0.265
H  1.4578  -1.4052  -1.0441  0.263
H  2.4000  0.2060  0.9143  0.345